Here is a molecular structure, C30H27N6O4S4Ti at a distorted geometry from OMol25. Energies are from ωB97M-V/def2-TZVPD.

Geometry as XYZ:
```
72
Properties=species:S:1:pos:R:3:forces:R:3:lowdin_charge:R:1
Ti 0.05943 -0.05136 -0.23599 1.0010 0.0268 -0.6570 0.910
O -2.33656 2.74798 2.42244 0.0601 -0.0052 0.0575 0.061
C -1.53451 2.58935 3.49676 0.0099 0.0160 -0.1589 -0.262
C -2.00340 3.06548 4.72030 -0.0640 0.0382 0.0597 -0.025
C -1.22862 2.96291 5.85918 0.0427 -0.0369 -0.0509 -0.102
C 0.03647 2.38376 5.79744 -0.0046 -0.0036 0.0109 -0.108
C 0.50376 1.90920 4.58609 -0.0226 -0.0070 -0.0284 -0.034
C -0.26387 1.99644 3.42429 -0.0155 0.0295 0.0496 -0.073
C 0.25125 1.45463 2.15095 -0.7287 -0.1255 -0.6230 -0.407
O -0.61289 1.23542 1.17638 0.2555 0.1506 0.9236 -0.248
N 1.51173 1.20257 2.00295 0.5795 -0.0123 -0.0883 0.109
N 1.69052 0.67961 0.74012 0.0543 0.0117 -0.5650 -0.137
C 2.86909 0.81880 0.14403 -0.3735 -0.0241 0.8012 -0.111
C 2.88575 0.49742 -1.22485 -0.4733 -0.2220 -0.5122 -0.273
C 4.03054 0.58443 -2.04552 -0.0876 -0.0235 0.1689 -0.030
C 3.92137 0.33660 -3.38472 -0.2045 -0.0669 -0.1586 -0.082
C 2.66501 0.00002 -3.92124 0.2244 0.0674 0.0810 -0.064
C 1.58881 -0.07610 -3.07254 -0.0225 0.0628 -0.0636 -0.160
N 1.66657 0.14946 -1.75379 0.3279 0.2490 0.2366 -0.024
H -1.86221 2.38842 1.64037 -0.0520 -0.0504 0.0049 0.085
H -2.98360 3.52458 4.74345 0.0051 -0.0027 -0.0021 0.112
H -1.61005 3.33875 6.80078 -0.0021 0.0049 0.0018 0.095
H 0.64730 2.30214 6.68695 0.0014 0.0001 0.0013 0.091
H 1.48002 1.45036 4.50464 0.0114 0.0072 0.0059 0.106
H 3.72236 1.23098 0.66790 -0.0257 0.0236 0.0264 0.118
H 4.97632 0.85741 -1.59573 -0.0006 -0.0073 0.0106 0.107
H 4.79016 0.40684 -4.02761 0.0015 -0.0081 0.0014 0.097
H 2.53300 -0.19013 -4.97656 -0.0018 -0.0033 -0.0004 0.096
H 0.61146 -0.34535 -3.45173 0.0276 0.0173 0.0296 0.065
C -1.03994 -3.80382 1.28532 0.0257 0.0062 -0.0621 0.022
C -1.36320 -2.33684 1.31317 0.1243 0.0090 0.0634 -0.491
O -0.47827 -1.47899 1.37690 -0.3109 0.0124 0.2942 -0.042
N -2.66114 -1.99983 1.27998 -0.1061 0.1057 0.0177 0.102
C -3.09188 -0.60752 1.28551 -0.0260 -0.0586 -0.0077 -0.091
C -3.26623 -0.05179 -0.10457 0.0485 -0.0016 -0.0243 -0.240
C -4.51441 0.35055 -0.55127 -0.1076 0.0295 0.0391 -0.017
C -4.65954 0.83905 -1.83927 0.0740 -0.0299 0.0057 -0.055
C -3.54596 0.88048 -2.65665 -0.1617 -0.1099 0.0601 -0.081
C -2.34226 0.43996 -2.14034 0.2236 0.0773 -0.0384 -0.193
N -2.18245 0.00519 -0.88861 -0.2170 0.0909 0.0728 0.029
H -0.00824 -3.94127 1.59904 -0.0036 -0.0133 0.0026 0.090
H -1.14134 -4.14937 0.25323 0.0268 -0.0018 -0.0045 0.076
H -1.71056 -4.38310 1.91978 -0.0150 0.0172 0.0042 0.084
H -3.33720 -2.71671 1.07628 0.0251 -0.0174 0.0092 0.150
H -2.33889 -0.03422 1.82282 0.0074 0.0057 -0.0135 0.110
H -4.03318 -0.53740 1.82979 0.0015 -0.0092 -0.0094 0.126
H -5.36248 0.29571 0.11925 0.0111 -0.0049 0.0132 0.108
H -5.61995 1.19160 -2.19149 -0.0082 -0.0022 0.0031 0.109
H -3.59217 1.27052 -3.66143 0.0239 -0.0233 -0.0054 0.098
H -1.44707 0.46354 -2.74801 -0.0402 0.0227 -0.0094 0.074
S -0.79170 -2.46056 -2.35047 -0.2422 -0.0586 -0.1770 0.565
C 0.59620 -2.88368 -1.50292 0.4066 -0.0913 0.1637 -1.177
N 1.11513 -2.17055 -0.53267 -0.0276 -0.0118 0.0207 -0.077
C 2.21297 -2.77616 0.05928 -0.1009 -0.0132 0.0101 -0.302
C 2.89779 -2.31728 1.18432 -0.0219 0.0347 0.0107 -0.016
C 3.96567 -3.05251 1.66956 -0.0180 0.0262 0.0001 -0.092
C 4.36029 -4.24357 1.05990 -0.0341 -0.0327 -0.0597 -0.114
C 3.66906 -4.72736 -0.03990 0.0620 -0.0248 0.0633 -0.110
C 2.59475 -3.99458 -0.52211 -0.0909 -0.0301 -0.1202 -0.485
S 1.50152 -4.37156 -1.82137 -0.0209 0.0104 -0.0044 0.986
H 2.57464 -1.40482 1.66250 0.0245 0.0059 0.0412 0.095
H 4.50238 -2.69723 2.54012 -0.0082 0.0157 0.0093 0.097
H 5.20059 -4.80113 1.45347 0.0078 0.0007 0.0009 0.092
H 3.95411 -5.66178 -0.50653 0.0002 -0.0042 -0.0034 0.099
C -1.05002 3.67624 -5.17550 -0.0168 0.0072 0.0358 -0.160
O -0.39580 3.20330 -4.00772 -0.0625 -0.0335 0.0272 -0.274
C -1.00143 3.34524 -2.79370 0.1141 0.0159 -0.0907 -1.354
S -2.53376 4.00331 -2.67935 -0.0022 0.0687 -0.0654 0.539
S -0.02546 2.80901 -1.51426 -0.0825 -0.0820 0.1236 0.602
H -0.35857 3.47912 -5.99407 0.0012 -0.0148 0.0249 0.082
H -1.26200 4.74337 -5.10287 -0.0018 0.0072 0.0155 0.065
H -1.99519 3.15677 -5.33989 -0.0048 -0.0064 0.0002 0.060
```
Forces are in eV/Å.

total charge: -1
HOMO (alpha / beta): -3.37 / -3.19 eV
HOMO-LUMO gap (alpha / beta): 5.66 / 5.48 eV